Entry 1:
# C10H22FIN2

2 unconnected molecules or ions with the total composition C10H22FIN2 in a non-equilibrium geometry (ωB97M-V/def2-TZVPD, OMol25).

For the HOMO-LUMO gap, the calculation gives 6.922 eV. Its highest occupied orbital energy is -13.14 eV.

```
! wB97M-V def2-TZVPD RIJCOSX def2/J DEFGRID3
* xyz 2 1
C -0.565 -0.990 1.519
C -0.568 -1.120 -0.907
C -0.670 0.474 1.373
C -0.733 0.340 -0.969
C -1.244 -1.778 0.364
C 0.051 1.100 0.143
C -0.062 4.902 -0.267
C -1.514 -4.077 -0.737
C 0.395 3.495 0.025
C 3.293 0.311 -0.657
N -0.973 -3.244 0.372
N -0.300 2.433 -0.021
F 2.612 -0.880 -0.477
I 5.325 0.052 -0.062
H 0.433 -1.359 1.551
H -0.876 -1.268 2.558
H -1.009 -1.591 -1.809
H 0.425 -1.389 -0.733
H -1.817 0.715 1.255
H -0.202 0.942 2.274
H -0.425 0.717 -1.995
H -1.725 0.860 -0.930
H -2.381 -1.726 0.419
H 1.144 1.022 0.227
H 0.127 5.332 0.665
H 0.553 5.389 -0.997
H -1.137 5.072 -0.490
H -1.387 -5.090 -0.471
H -2.659 -3.916 -0.745
H -1.099 -3.809 -1.668
H 1.444 3.417 0.312
H 3.303 0.394 -1.812
H 0.103 -3.307 0.369
H -1.203 -3.719 1.355
H 4.582 -0.276 1.275
H -1.241 2.567 -0.310
*
```

Formally, the Mulliken partial charges of the atoms, in units of the elementary charge, are as follows: -0.71 -0.58 -0.56 -1.07 -0.46 -0.08 -1.20 -0.84 0.33 -0.54 -0.19 0.11 -0.17 0.31 0.42 0.37 0.31 0.40 0.28 0.35 0.38 0.58 0.25 0.18 0.37 0.36 0.32 0.39 0.33 0.35 0.43 0.17 0.50 0.46 0.16 0.31

=====

Entry 2:
# C10H22GaINO2S

A molecular structure, C10H22GaINO2S (ωB97M-V/def2-TZVPD, OMol25).

For the HOMO-LUMO gap, the calculation gives 7.358 eV. Its highest occupied orbital energy is -4.40 eV.

```
! wB97M-V def2-TZVPD RIJCOSX def2/J DEFGRID3
* xyz -1 1
C 4.159 0.330 -0.284
C 3.559 0.817 -1.606
S 2.495 2.282 -1.466
C 0.814 1.587 -1.648
Ga -0.386 1.475 -0.016
I 1.053 0.706 2.093
C -1.675 -0.048 -0.347
C -1.044 -1.416 -0.081
C -1.642 -2.565 -0.895
C -1.236 -3.928 -0.369
O 0.200 -4.003 -0.214
C 0.688 -3.792 1.030
O 0.392 -4.448 1.983
C -1.233 3.287 0.277
N -2.398 3.399 1.181
C -2.308 2.564 2.374
H 3.530 -0.432 0.174
H 4.232 1.146 0.435
H 5.149 -0.107 -0.446
H 4.353 1.079 -2.308
H 2.962 0.031 -2.070
H 0.916 0.613 -2.132
H 0.318 2.245 -2.368
H -2.602 0.067 0.224
H -1.959 0.020 -1.407
H 0.029 -1.372 -0.297
H -1.131 -1.646 0.988
H -1.323 -2.475 -1.938
H -2.735 -2.507 -0.863
H -1.506 -4.729 -1.058
H -1.705 -4.145 0.593
H 1.416 -2.969 1.062
H -0.450 4.014 0.539
H -1.574 3.566 -0.729
H -2.446 4.356 1.511
H -2.335 1.510 2.094
H -1.401 2.730 2.971
H -3.175 2.759 3.013
*
```

Formally, the Mulliken partial charges of the atoms, in units of the elementary charge, are as follows: -0.77 -0.40 -0.16 -0.69 -0.40 -0.50 -0.73 -0.47 -0.51 -0.66 -0.35 0.32 -0.52 -0.49 -0.46 -0.79 0.02 0.27 0.35 0.36 0.25 0.27 0.43 0.49 0.45 0.11 0.35 0.30 0.28 0.34 0.38 0.30 0.29 0.30 0.25 0.19 0.26 0.34

=====

Entry 3:
# C10H22N2O4

2 unconnected molecules or ions with the total composition C10H22N2O4 (ωB97M-V/def2-TZVPD, OMol25).

Its SMILES is CC(C)[C@H](N)C(=O)O.CC(C)[C@H](N)C(=O)O. For the HOMO-LUMO gap, the calculation gives 10.211 eV. Its highest occupied orbital energy is -9.79 eV.

```
! wB97M-V def2-TZVPD RIJCOSX def2/J DEFGRID3
* xyz 0 1
C 1.037 -0.354 -1.134
C 0.355 -1.723 -1.194
C -0.015 -2.075 -2.634
C 1.216 -2.850 -0.575
N 0.487 -4.108 -0.607
C 1.618 -2.483 0.860
O 0.968 -2.810 1.819
O 2.742 -1.750 1.018
H 1.993 -0.370 -1.678
H 1.225 -0.014 -0.111
H 0.411 0.400 -1.622
H -0.566 -1.675 -0.594
H -0.482 -3.062 -2.684
H 0.881 -2.087 -3.268
H -0.707 -1.331 -3.046
H 2.121 -2.962 -1.188
H -0.196 -4.079 0.149
H 1.117 -4.870 -0.371
H 3.129 -1.557 0.155
C -2.639 1.776 0.727
C -1.371 2.264 1.433
C -1.187 1.540 2.765
C -0.101 2.108 0.563
N 1.053 2.646 1.265
C -0.296 2.805 -0.791
O 0.029 3.948 -0.983
O -0.873 2.086 -1.779
H -2.867 2.342 -0.182
H -3.501 1.866 1.396
H -2.553 0.711 0.462
H -1.480 3.341 1.627
H -1.120 0.455 2.607
H -0.271 1.869 3.263
H -2.040 1.728 3.425
H 0.067 1.033 0.399
H 1.006 3.661 1.188
H 1.903 2.381 0.774
H -1.091 1.201 -1.454
*
```

Formally, the Mulliken partial charges of the atoms, in units of the elementary charge, are as follows: -2.34 1.19 -1.69 -0.22 -0.74 0.28 -0.57 -0.50 0.42 0.71 0.90 0.26 0.44 0.35 0.37 0.56 0.29 0.26 0.38 -1.50 0.52 -1.49 1.09 -0.68 0.48 -0.59 -0.53 0.40 0.45 0.20 0.35 0.28 0.37 0.43 -1.12 0.31 0.29 0.43

=====

Entry 4:
# C10H23Be3N2O8

A molecular structure, C10H23Be3N2O8 in a non-equilibrium geometry (ωB97M-V/def2-TZVPD, OMol25).

For the HOMO-LUMO gap, the calculation gives 1.955 eV. Its highest occupied orbital energy is -17.15 eV.

```
! wB97M-V def2-TZVPD RIJCOSX def2/J DEFGRID3
* xyz 3 1
Be 21.437 27.744 29.476
Be 19.927 29.025 24.884
Be 16.735 27.050 28.510
C 19.243 28.439 27.709
O 20.383 28.623 27.330
O 18.325 28.354 26.894
O 18.976 28.233 28.895
O 19.451 23.579 30.123
C 19.173 24.829 29.758
O 17.967 25.232 29.683
O 20.126 25.549 29.492
H 18.553 23.266 29.999
C 15.650 31.258 30.351
C 15.978 29.757 30.112
C 15.176 28.842 31.069
O 15.750 27.539 31.155
C 15.882 26.980 32.514
N 15.726 29.526 28.745
H 16.136 32.020 29.741
H 15.992 31.497 31.359
H 14.578 31.452 30.361
H 17.059 29.626 30.147
H 14.095 28.759 30.961
H 15.413 29.467 31.930
H 16.640 27.495 33.104
H 16.279 25.966 32.478
H 14.922 27.135 33.007
H 14.753 29.760 28.604
H 16.150 30.119 28.047
C 19.336 31.077 31.502
C 20.399 31.065 30.467
C 21.138 32.471 30.299
O 20.200 33.560 29.965
C 20.894 34.616 29.266
N 21.310 30.003 30.817
H 19.643 31.458 32.476
H 18.825 30.127 31.657
H 18.562 31.742 31.118
H 19.685 30.807 29.684
H 21.895 32.502 29.516
H 21.595 32.838 31.218
H 20.179 35.429 29.397
H 21.033 34.445 28.198
H 21.764 34.964 29.823
H 21.296 29.798 31.806
H 22.161 30.543 30.755
*
```

Formally, the Mulliken partial charges of the atoms, in units of the elementary charge, are as follows: 1.20 1.36 1.18 1.32 -0.84 -0.79 -0.70 -0.39 0.58 -0.55 -0.52 0.33 -1.76 1.00 -0.75 -0.25 -0.81 -0.40 0.49 0.44 0.44 -0.27 0.36 0.44 0.32 0.27 0.36 0.30 0.26 -1.98 0.90 -0.96 -0.33 -0.81 -0.33 0.49 0.55 0.31 -0.18 0.57 0.47 0.27 0.30 0.37 0.33 0.39